(1)
Entry from the Open Molecules 2025 dataset: a 9-piece molecular cluster, C34H90N4O13 overall in a non-equilibrium geometry (the ωB97M-V functional and the def2-TZVPD basis).

Geometry as ORCA input:
```
! wB97M-V def2-TZVPD RIJCOSX def2/J DEFGRID3
* xyz 0 1
O -0.83 3.33 -2.36
O -3.01 6.27 0.03
O -7.52 2.97 0.88
O -0.19 -2.63 2.74
O 2.95 -3.72 0.30
O -2.89 1.25 2.22
O 2.97 0.81 -2.94
O 6.62 -6.58 -0.22
O -0.07 -0.23 6.66
O 4.57 -3.66 -6.60
O -1.61 1.65 -0.31
O -5.54 -0.10 -1.12
O 1.17 3.35 2.59
N 5.05 -4.62 -1.40
N -5.14 4.36 -0.07
N 1.70 0.90 4.35
N 2.60 -1.43 -4.47
C 2.28 2.50 2.59
C -0.26 -0.30 0.10
C -2.72 4.90 -0.21
C 1.55 -3.73 0.51
C 6.46 -4.80 -1.77
C 1.81 -0.21 -4.74
C 1.02 -0.80 5.95
C 5.40 -4.79 -6.43
C -1.87 6.93 0.51
C 4.73 -3.21 -1.22
C 2.05 0.27 5.61
C -6.47 3.33 1.73
C 2.58 2.01 3.99
C -1.40 0.28 -0.69
C -5.18 3.29 0.92
C 3.00 1.45 -1.69
C 0.81 3.82 1.32
C -1.70 2.02 4.10
C -3.94 4.29 -0.92
C 4.05 -3.17 -5.38
C -2.29 -1.92 1.82
C -2.00 4.35 -4.20
C 6.85 -6.26 -1.57
C -8.78 2.99 1.54
C -1.62 3.06 -3.49
C -3.04 1.52 3.62
C -0.97 -1.18 7.16
C -5.24 -1.03 -2.13
C 3.32 -1.86 -5.66
C -5.31 -2.43 -1.53
C 3.27 -3.05 -0.91
C -1.26 -1.69 2.90
C 1.66 0.52 -3.40
C 6.81 -7.96 0.04
H 4.92 -5.13 -0.54
H 2.47 2.81 4.73
H -1.85 1.66 0.63
H 7.87 -8.22 -0.08
H 0.46 3.00 0.67
H 3.62 1.69 4.05
H 2.42 2.38 -1.68
H 0.75 1.27 4.40
H 3.18 3.00 2.22
H -1.41 6.42 1.36
H 1.52 -1.61 6.48
H 1.11 -0.13 -2.72
H 4.83 -5.66 -6.09
H -1.81 4.80 -0.81
H 2.58 0.83 -0.88
H -5.99 -1.01 -2.93
H -1.96 -1.74 0.80
H -5.27 -3.18 -2.32
H 0.61 -1.25 5.04
H 1.18 1.49 -3.57
H 6.22 -4.56 -5.74
H -6.29 -2.49 -1.06
H -1.38 2.90 3.54
H -3.42 0.65 4.17
H -1.25 0.31 -1.77
H -1.74 2.25 5.17
H -1.09 7.04 -0.26
H 5.76 -5.04 -7.43
H 3.30 -1.15 -3.78
H -2.53 2.52 -3.20
H -1.10 2.71 -1.66
H 5.35 -2.72 -0.46
H 6.22 -8.57 -0.64
H 4.92 -2.70 -2.17
H 0.84 -0.44 -5.18
H -8.90 2.08 2.14
H -3.17 -1.29 2.01
H -1.72 -0.66 7.75
H 0.66 -2.18 2.72
H -2.68 -2.94 1.87
H -8.87 3.86 2.20
H 2.68 -2.06 -6.52
H 2.69 -3.48 -1.73
H 2.34 0.47 -5.41
H -2.74 4.25 -4.99
H -3.57 0.63 1.93
H -4.56 -2.63 -0.77
H 7.90 -6.43 -1.83
H 3.40 -3.93 -4.92
H 6.59 -4.53 -2.82
H 6.23 -6.87 -2.24
H 1.63 4.35 0.83
H -1.09 4.77 -4.63
H 1.26 -2.73 0.84
H 0.17 -1.13 -0.46
H -3.72 3.29 -1.29
H 0.54 0.42 0.29
H -4.33 3.38 1.61
H 4.89 -2.99 -4.69
H -3.78 2.32 3.72
H 2.15 0.95 6.47
H 7.10 -4.15 -1.17
H -0.52 -1.99 7.73
H -1.75 -1.90 3.86
H 2.99 -0.26 5.51
H 1.34 -4.42 1.33
H -9.54 3.04 0.76
H 4.02 1.67 -1.38
H -0.97 1.25 3.85
H -5.02 5.25 0.40
H 0.98 -4.10 -0.34
H 2.99 -1.99 -0.79
H -1.13 2.45 -4.26
H -2.13 7.94 0.83
H -2.33 -0.30 -0.59
H -6.57 4.34 2.16
H -1.53 -1.64 6.33
H 4.06 -1.13 -5.99
H -2.50 5.05 -3.52
H -4.04 4.91 -1.81
H -2.48 4.39 0.74
H -4.31 -0.81 -2.67
H 2.12 1.64 1.93
H -6.33 2.59 2.53
H -0.54 -0.69 1.08
H -0.05 4.48 1.43
H -5.13 2.32 0.42
H -0.86 -0.68 2.89
H 6.55 -8.15 1.08
H -5.83 0.76 -1.46
*
```

Output
- E_HOMO (eV) = -8.55
- energy above the lowest of the compared OMol25 structures with the same formula, charge and spin (kcal per mole) = 1.6
- LUMO energy (eV) = 0.59
- structure (SMILES) = COCCNCCOC.COCCNCCOC.COCCNCCOC.COCCNCCOC.CCO.CCO.CCO.CCO.CCO
- HOMO-LUMO gap (eV) = 9.14

(2)
Entry from the Open Molecules 2025 dataset: C2H6N2OS as an isolated structure in a non-equilibrium geometry (the ωB97M-V functional and the def2-TZVPD basis).

Geometry as ORCA input:
```
! wB97M-V def2-TZVPD RIJCOSX def2/J DEFGRID3
* xyz 0 1
S -2.68 -1.14 0.07
O -4.07 0.57 -0.41
N -1.31 -0.62 0.59
N -4.20 1.43 0.37
C -0.29 -0.10 -0.25
C 0.93 0.26 0.59
H -2.59 -1.22 -1.31
H -0.65 0.78 -0.80
H 1.22 -0.60 1.20
H 1.76 0.54 -0.05
H 0.70 1.09 1.26
H 0.00 -0.85 -1.01
*
```

Output
- E_HOMO (alpha / beta) (eV) = -7.56 / -8.58
- energy above the lowest of the compared OMol25 structures with the same formula, charge and spin (kcal per mole) = 129.3
- LUMO energy (alpha / beta) (eV) = 0.03 / -0.72
- HOMO-LUMO gap (alpha / beta) (eV) = 7.59 / 7.86

(3)
Entry from the Open Molecules 2025 dataset: one molecule with the formula C4H6N2O in a non-equilibrium geometry (the ωB97M-V functional and the def2-TZVPD basis).

Geometry as ORCA input:
```
! wB97M-V def2-TZVPD RIJCOSX def2/J DEFGRID3
* xyz 0 1
O 0.30 -2.17 -0.49
N -0.33 -0.05 -1.64
N 1.91 -0.50 -0.53
C -1.50 1.05 0.44
C 0.62 -1.02 -0.58
C -0.85 0.44 -0.66
C -0.41 0.12 1.06
H 2.55 -1.11 -1.03
H 0.41 0.65 1.54
H -0.79 -0.75 1.58
H -2.54 0.75 0.59
H -1.35 2.12 0.55
H 1.98 0.46 -0.82
*
```

Output
- E_HOMO (eV) = -8.12
- energy above the lowest of the compared OMol25 structures with the same formula, charge and spin (kcal per mole) = 107.5
- LUMO energy (eV) = 0.84
- structure (SMILES) = NC(=O)N=C1CC1
- HOMO-LUMO gap (eV) = 8.96

The highest energy above the lowest of the compared OMol25 structures with the same formula, charge and spin belongs to which entry?
C2H6N2OS